Density functional theory data (wB97M-V/def2-TZVPD) for a 2-piece molecular cluster, C4H7NOS overall at a distorted geometry.

Structure (XYZ):
```
14
Properties=species:S:1:pos:R:3:forces:R:3:lowdin_charge:R:1
C -1.988553 1.952281 0.344204 -0.82 -0.72 1.44 -0.351
C -0.290526 -0.956371 0.195171 2.09 0.54 0.67 -0.583
C -1.080537 2.057958 -0.528172 1.27 0.53 -2.59 -0.023
C 2.178525 -0.564278 0.395389 -0.69 -0.82 -0.27 -0.087
N 0.977510 -1.348978 -0.003383 -1.93 -0.48 -1.19 -0.227
O -2.830326 1.660391 1.068784 -1.16 0.12 1.05 0.165
S -1.467506 -2.069768 -0.283915 -0.60 -0.50 -0.52 0.720
H -0.091741 2.451994 -0.393694 -0.03 0.00 -0.04 0.062
H -1.489976 1.670869 -1.468975 0.69 0.26 0.03 0.088
H -2.567551 -1.310453 -0.063838 0.43 -0.13 0.09 -0.139
H 2.765682 -1.376916 0.799272 0.69 0.54 1.13 0.068
H 2.735518 -0.289981 -0.479845 0.06 0.48 -0.70 0.058
H 1.996915 0.361538 1.015334 -0.16 -1.58 -0.45 0.107
H 1.152567 -2.238285 -0.596338 0.16 1.75 1.35 0.142
```
Positions in Å, forces in eV/Å.

## Properties
- Kohn-Sham gap: 8.74 eV
- Highest occupied orbital energy: -7.923 eV
- Energy above the lowest of the compared OMol25 structures with the same formula, charge and spin: 88.04 kcal/mol
- Strongest force on any atom: 2.9 eV Å⁻¹